No. 1
Computed, not measured: a structure of composition C8H28BrCoN9O6, with ωB97M-V with the def2-TZVPD basis set.

The geometry in XYZ format:
```
53
Properties=species:S:1:pos:R:3:forces:R:3:lowdin_spin:R:1
Co 16.089600 9.331880 9.876330 0.0 -0.3 -1.5 2.787
Br 15.764850 11.477720 8.510910 0.0 0.0 -0.1 0.058
O 14.447540 8.237980 9.302110 -0.5 0.3 0.6 0.063
H 13.566130 8.546260 9.589530 0.8 0.1 -0.4 0.002
C 18.320730 8.783120 6.409620 -0.7 -1.4 0.2 0.010
C 17.477490 7.690200 7.166590 -0.2 1.6 0.1 0.005
C 18.024010 6.298870 6.874110 0.6 0.2 0.1 0.007
O 17.607820 5.266600 7.748920 -1.2 -0.3 0.7 0.013
C 17.336170 3.963530 7.229760 -0.2 1.3 -0.7 0.002
N 17.539460 8.048060 8.619190 0.3 -0.7 -1.5 0.031
H 18.046410 8.854470 5.357110 -0.1 0.0 0.0 0.000
H 19.357060 8.447770 6.450510 0.3 0.6 0.2 0.009
H 18.099760 9.729990 6.902260 0.3 0.1 -0.1 0.001
H 16.461160 7.867220 6.814690 -0.3 -0.6 0.2 0.000
H 19.095120 6.284440 7.075610 0.4 0.6 -0.7 0.006
H 17.809850 6.188780 5.811040 0.0 -0.9 -0.2 0.001
H 18.214250 3.611970 6.688030 0.1 -0.4 0.1 0.000
H 16.509830 4.070320 6.527000 -0.1 -0.3 -0.3 0.000
H 16.991190 3.300360 8.023040 0.4 0.2 0.1 0.000
H 18.487970 8.394040 8.646360 0.3 0.5 0.9 0.008
H 17.601070 7.139550 9.056130 -0.3 -0.1 0.9 0.003
C 16.847750 7.344300 12.313390 2.1 3.4 0.5 0.048
O 16.549920 7.878840 11.258510 -0.1 -1.2 -0.1 0.034
N 16.242970 6.366780 12.886260 -2.5 -3.2 0.4 0.010
N 17.795440 7.833340 13.150580 0.8 0.8 -0.5 0.045
H 16.730250 5.813140 13.576300 -0.4 -0.1 -0.4 0.013
H 15.502760 6.036310 12.283790 -0.3 -1.0 0.6 0.000
H 17.812530 7.449070 14.084470 0.6 0.7 -0.2 0.030
H 18.290000 8.644210 12.807070 0.3 0.0 0.6 0.028
C 14.189170 10.448550 12.193000 0.2 -1.7 -3.9 0.015
O 15.049050 9.986580 11.442700 -0.4 1.9 0.7 0.028
N 13.093410 11.094540 11.938950 -3.6 3.2 -3.0 0.002
N 14.108360 10.022630 13.381970 2.0 -2.1 5.7 0.008
H 12.767780 11.302830 11.005850 0.5 0.0 0.0 0.001
H 12.427510 11.270410 12.677690 0.3 0.1 -0.4 0.002
H 13.316060 10.201960 13.982130 0.9 -0.3 0.3 0.004
H 15.028420 9.655410 13.578830 -0.4 -0.6 1.6 0.009
C 19.123320 10.415540 10.799400 -2.6 -0.6 -1.8 0.165
O 17.970560 10.009300 10.582090 0.4 0.3 0.7 0.052
N 20.113300 9.631780 11.046370 2.1 -4.1 1.4 0.126
N 19.536650 11.626030 10.606980 0.1 4.2 -0.3 0.058
H 21.059950 9.938910 11.218490 0.2 0.0 0.0 0.144
H 19.926140 8.639300 11.039100 0.2 -0.1 0.3 0.066
H 20.508470 11.808230 10.813090 -0.1 0.4 -0.3 0.092
H 18.989120 12.262050 10.045030 0.0 0.0 0.3 0.008
C 14.583240 4.964980 10.493190 0.5 -0.8 -1.3 0.002
O 14.565750 3.770320 10.648960 0.3 -2.4 0.0 0.001
N 13.908970 5.801040 11.231600 -3.2 2.6 3.9 0.001
N 15.216730 5.733580 9.637190 2.2 -1.3 -2.2 0.001
H 14.025120 6.772770 10.981900 -0.6 0.3 0.4 0.001
H 13.249160 5.538600 11.949840 0.2 -0.2 -0.4 0.001
H 14.871890 6.682830 9.648100 0.5 1.2 -1.4 0.001
H 15.772300 5.364370 8.878830 -0.1 0.2 0.2 0.000
```
Forces are in eV/Å.

**HOMO (spin up / spin down)**: 0.24 / -5.08 eV
**Net charge**: -1
**Expectation value of S²**: 6.006
**2S+1**: 5

No. 2
Computed, not measured: a cluster of 7 separate species, C8H28BrO10 in total, with ωB97M-V with the def2-TZVPD basis set.

The geometry in XYZ format:
```
47
Properties=species:S:1:pos:R:3:forces:R:3:lowdin_spin:R:1
Br 1.046278 -0.406850 -0.725034 0.1 -0.1 0.2 0.891
C -0.214278 1.289361 4.261203 -1.4 0.3 -0.2 0.001
C 0.140166 0.855568 2.849108 -1.1 0.3 1.6 0.000
O 1.210116 -0.016646 2.922237 0.6 -0.9 -0.9 0.010
O -1.009115 0.288368 4.957138 1.0 0.0 -0.9 0.000
H -0.905449 2.118246 4.108479 0.3 0.6 0.3 0.000
H 0.696482 1.612822 4.765167 -0.1 -0.2 0.3 0.000
H 0.373783 1.716535 2.222806 0.0 0.3 0.1 0.000
H -0.751810 0.359308 2.466732 -0.2 -0.1 -0.3 0.000
H 1.082752 -0.487727 2.095520 0.8 -0.7 0.1 0.008
H -1.122357 0.498308 5.887032 0.2 0.3 -0.1 0.000
C -3.879919 -3.018096 -0.733287 0.7 -0.4 -0.8 0.000
C -2.854421 -2.171984 0.013920 -2.4 0.2 0.1 0.000
O -1.604553 -2.755638 0.016917 1.2 -0.4 0.0 0.000
O -3.977596 -4.367922 -0.266042 -0.5 0.7 0.3 0.000
H -3.639759 -3.052866 -1.795934 0.2 0.1 -0.3 0.000
H -4.851846 -2.529453 -0.664849 -0.1 -0.2 0.3 0.000
H -3.324638 -2.105859 0.995055 0.6 0.1 0.7 0.000
H -2.850794 -1.162876 -0.398123 0.0 0.1 -0.2 0.000
H -0.950885 -2.057950 -0.069952 0.0 -0.2 0.0 0.000
H -3.101843 -4.755710 -0.200649 0.2 0.2 -0.1 0.000
C 4.670112 -1.880567 -2.092381 0.4 -1.8 -0.5 0.001
C 5.726705 -2.385984 -3.127743 -0.7 1.8 -0.3 0.000
O 5.181682 -2.102221 -4.418963 0.7 -1.0 0.0 0.000
O 4.185726 -0.616871 -2.528344 0.4 0.2 0.4 0.002
H 5.118590 -1.913629 -1.099473 0.0 0.5 0.2 0.000
H 3.813330 -2.554374 -2.092051 0.0 -0.3 0.0 0.001
H 6.125619 -3.399740 -3.092067 -1.0 -0.3 0.2 0.000
H 6.638594 -1.815797 -2.950390 0.1 0.6 -0.1 0.000
H 4.691877 -1.279563 -4.348803 0.0 0.2 0.2 0.000
H 3.280769 -0.553937 -2.214189 0.0 0.1 -0.1 0.001
C -2.712670 3.857777 0.620158 -0.3 0.0 -0.7 0.000
C -1.741583 2.772118 0.998915 0.4 1.5 -0.6 0.000
O -2.028233 1.613108 0.236158 0.1 -0.2 0.4 0.004
O -4.032628 3.535392 0.976136 -0.4 0.1 0.6 0.000
H -2.741703 3.996553 -0.460580 0.6 0.0 -0.3 0.000
H -2.405556 4.815962 1.039297 -0.2 -0.1 0.4 0.000
H -1.725754 2.672532 2.084239 -0.3 -0.6 0.0 0.000
H -0.773915 3.180035 0.706831 0.4 -0.1 0.0 0.000
H -1.188295 1.160075 0.131932 -0.1 -0.3 0.0 0.005
H -4.216383 2.720403 0.503244 -0.3 -0.2 0.0 0.000
O -0.855098 -0.005684 -3.319836 -0.3 0.0 0.0 0.053
H -0.244642 -0.293649 -2.641116 0.2 -0.4 0.0 0.017
H -0.609696 0.903090 -3.493435 0.0 0.4 -0.2 0.000
O 2.027777 2.918800 -0.541950 -0.2 0.2 0.1 0.006
H 1.788295 2.044966 -0.233234 0.1 -0.2 0.2 0.000
H 2.516766 2.762265 -1.349799 0.2 0.0 -0.2 0.000
```
Forces are in eV/Å.

**HOMO (spin up / spin down)**: -10.02 / -10.01 eV
**Expectation value of S²**: 0.753
**2S+1**: 2

No. 3
Computed, not measured: a cluster of 7 separate species, C8H28Cl2NO8 in total, with ωB97M-V with the def2-TZVPD basis set.

The geometry in XYZ format:
```
47
Properties=species:S:1:pos:R:3:forces:R:3:lowdin_charge:R:1
N -1.097089 0.590940 0.844025 1.1 -0.4 0.4 0.225
H -0.341018 0.695958 1.551360 -0.7 0.7 -0.2 0.053
H -0.695376 0.800242 -0.066935 -0.3 -0.2 -0.1 0.079
H -1.864171 1.253026 1.016838 -0.4 0.4 0.4 -0.093
H -1.391446 -0.370864 0.959905 -0.4 0.1 -0.7 0.052
Cl -4.518106 1.037252 0.976006 0.1 -0.5 -0.2 -0.680
Cl -1.705253 3.382952 1.807331 0.5 0.3 -0.1 -0.510
C 1.713597 -0.255986 3.038251 0.8 0.9 1.8 -0.213
C 3.022198 0.153352 2.358528 -0.7 0.7 0.2 -0.229
O 3.556743 1.324123 2.975124 0.0 0.1 -0.1 -0.072
O 0.692334 0.738143 2.875793 0.4 -1.0 -0.9 -0.100
H 1.821050 -0.223339 4.126747 0.8 -0.6 0.0 0.119
H 1.490215 -1.296910 2.804698 -0.9 0.3 -0.6 0.113
H 2.761547 0.393923 1.322836 0.2 -0.3 -0.1 0.115
H 3.814087 -0.593798 2.409355 -0.3 -0.3 -0.1 0.116
H 3.282655 2.078191 2.447107 -0.1 0.1 0.2 0.083
H 0.775826 1.396964 3.570099 -0.1 0.1 -0.1 0.105
C 1.287688 -1.510946 -2.154853 0.5 0.7 1.9 -0.221
C 1.824280 -0.409609 -3.088894 -1.1 -2.3 -0.3 -0.204
O 1.458887 -0.759493 -4.432098 0.2 0.4 -0.5 -0.089
O 2.273587 -2.523222 -1.845965 -0.3 -0.3 -1.0 -0.088
H 0.347343 -1.961479 -2.476099 0.0 0.2 -0.3 0.123
H 1.118122 -1.116413 -1.144916 -0.4 0.5 -0.4 0.107
H 2.908418 -0.462659 -2.958680 0.0 0.7 0.0 0.118
H 1.307883 0.526172 -2.910778 0.5 0.2 0.3 0.086
H 1.603715 -1.695137 -4.591402 0.2 0.0 0.1 0.069
H 2.005787 -3.305028 -2.337413 0.3 -0.1 0.1 0.070
C -2.118698 -2.874606 0.476859 -0.8 0.5 0.0 -0.237
C -2.482428 -2.442995 1.900511 -0.2 -1.5 -0.1 -0.229
O -1.402423 -1.775053 2.560725 -0.1 -0.1 -0.4 -0.079
O -2.140366 -1.765417 -0.405433 1.2 -0.1 -0.3 -0.095
H -2.814722 -3.609498 0.061648 -0.1 -0.2 0.6 0.116
H -1.139170 -3.361165 0.518680 0.2 0.3 -0.3 0.113
H -2.652495 -3.400007 2.410526 -0.2 0.1 0.2 0.113
H -3.405159 -1.862492 1.933242 0.2 0.3 -0.1 0.099
H -1.193345 -2.295228 3.336455 0.1 0.2 0.1 0.082
H -2.944918 -1.737009 -0.925504 -0.3 0.2 0.3 0.095
C -1.118990 2.560189 -2.571312 0.6 0.1 1.5 -0.242
C 0.000229 3.081388 -1.633353 0.4 0.7 -0.4 -0.230
O 0.819227 2.033131 -1.100119 0.0 -0.9 -0.6 -0.117
O -2.206122 1.963540 -1.903948 0.2 0.0 -0.4 -0.080
H -0.642798 1.803291 -3.196330 -0.2 -0.2 -0.1 0.106
H -1.401344 3.383407 -3.232051 -0.2 0.1 0.1 0.110
H -0.228479 3.672501 -0.742556 -1.1 0.2 -0.4 0.072
H 0.591777 3.721470 -2.304268 0.3 -0.1 0.1 0.107
H 1.684660 2.392545 -0.899426 0.0 0.1 0.1 0.082
H -2.657950 2.625656 -1.360311 0.0 -0.2 0.3 0.079
```
Forces are in eV/Å.

**ΔE to the lowest compared entry with this formula, charge and spin**: 93.8 kJ/mol
**HOMO**: -3.58 eV
**Net charge**: -1
**2S+1**: 1

No. 4
Computed, not measured: a structure of composition C8H28FHfN14O10, with ωB97M-V with the def2-TZVPD basis set.

The geometry in XYZ format:
```
62
Properties=species:S:1:pos:R:3:forces:R:3:lowdin_charge:R:1
Hf -3.390555 0.750407 0.503434 0.0 0.7 2.9 1.927
F -3.637335 0.137577 3.626474 0.4 0.5 -3.2 -0.612
C 0.085515 1.238927 0.071774 -6.2 -0.9 -4.3 -0.863
O -0.665735 1.766487 -0.750426 1.0 5.7 -7.8 0.121
O -0.412335 1.455777 1.108844 1.2 3.4 13.0 0.202
O -0.301615 0.055007 -0.011676 3.3 -8.4 -0.7 0.187
C 1.003735 -0.131173 5.838814 -2.0 -0.1 -1.9 -0.853
O 1.479335 -0.058373 6.881974 3.6 0.3 6.1 0.128
N -0.023525 -0.886933 5.541044 -3.4 -2.7 -1.1 0.162
N 1.335625 0.587177 4.798964 2.3 3.4 -3.9 0.148
H -0.484035 -1.399593 6.279424 0.0 0.2 -0.1 0.126
H -0.598855 -0.486753 4.813754 -0.5 -0.7 0.3 0.091
H 2.047595 1.298417 4.884684 -0.2 -0.2 0.2 0.116
H 0.800605 0.635847 3.943704 0.1 -0.2 0.4 0.084
C 4.464935 -2.453343 -0.545236 0.3 -1.6 -5.2 -0.774
O 4.176245 -2.856253 -1.678116 -1.7 0.6 0.3 0.001
N 3.877025 -1.513523 0.159094 -2.5 2.0 1.9 0.165
N 5.606955 -2.841783 -0.081786 3.4 -1.0 3.4 0.164
H 4.144445 -1.439663 1.130234 -0.1 0.2 -0.1 0.107
H 2.896575 -1.348013 -0.018166 0.2 -0.1 -0.1 0.098
H 6.231695 -3.470533 -0.566006 -0.6 0.1 0.0 0.133
H 5.682175 -2.755603 0.921714 0.9 -0.2 -0.1 0.109
C -0.647215 -5.541533 -2.417106 -2.0 -1.0 0.6 -0.751
O -1.857805 -5.552803 -2.397526 -1.5 0.2 -0.4 0.024
N 0.030415 -6.520953 -3.016686 1.5 -0.8 -0.8 0.165
N 0.005745 -4.637813 -1.669826 1.8 0.8 0.3 0.144
H 1.038325 -6.584713 -3.004866 -0.3 0.0 0.0 0.107
H -0.499765 -7.230993 -3.501306 0.1 0.3 0.2 0.120
H 0.936805 -4.451933 -2.014346 0.1 0.7 0.4 0.096
H -0.598095 -3.880913 -1.382436 0.4 0.0 -0.2 0.099
C 0.715245 -5.364653 3.274554 -0.1 -0.7 0.7 -0.753
O 0.342325 -5.545113 4.407204 -0.1 -0.3 1.0 0.050
N 0.505275 -4.211723 2.636454 -0.4 1.5 -0.8 0.141
N 1.381625 -6.260923 2.533424 1.1 -1.8 -1.0 0.154
H 0.897635 -4.137653 1.708724 -0.1 0.8 0.4 0.085
H 0.333655 -3.459143 3.287804 0.0 0.3 -0.6 0.102
H 1.557725 -7.191733 2.883674 -0.3 0.3 0.1 0.115
H 1.594415 -6.120963 1.556064 -0.1 0.0 0.3 0.094
C -3.246405 5.447677 1.821584 -1.1 -4.7 1.9 -0.803
O -3.740225 4.322297 1.773954 -0.7 -1.9 -1.4 -0.043
N -2.038345 5.696657 1.468904 4.0 1.8 -2.4 0.172
N -3.763215 6.310467 2.616754 -2.1 3.1 1.1 0.188
H -1.934295 6.669497 1.218204 1.3 -0.3 -0.2 0.123
H -1.373535 4.963067 1.268984 -0.4 0.5 -0.4 0.120
H -4.676055 6.028637 2.944454 0.1 0.9 0.4 0.139
H -3.193545 7.116837 2.829704 -1.0 0.1 0.6 0.130
C 3.367085 2.473597 -4.379826 0.3 2.3 2.5 -0.797
O 4.392415 2.099907 -4.839216 2.3 -0.6 -1.2 0.093
N 3.253125 3.424187 -3.406396 0.8 1.1 1.0 0.135
N 2.207355 2.006417 -4.708486 -3.4 -3.2 -2.9 0.153
H 3.971365 4.125587 -3.517126 -0.2 0.2 0.6 0.107
H 2.316635 3.715607 -3.165226 0.4 0.4 -0.2 0.081
H 2.373415 1.472567 -5.549626 -0.9 -0.5 0.0 0.123
H 1.256485 2.285967 -4.514096 0.7 0.4 0.1 0.107
C -4.878705 3.664747 -3.459136 2.4 0.8 2.0 -0.755
O -4.701835 3.149787 -2.359986 -0.5 -1.3 0.6 -0.034
N -3.903695 4.244967 -4.137526 3.6 0.6 -1.4 0.143
N -5.947715 4.004817 -4.090926 -5.2 -0.2 -0.9 0.171
H -4.196345 4.859107 -4.884046 1.1 -0.1 0.2 0.111
H -2.928585 4.033707 -3.980646 -0.3 0.2 -0.1 0.116
H -6.848855 4.004197 -3.634806 0.1 -0.2 -0.4 0.137
H -5.821325 4.289187 -5.051786 -1.0 -0.1 0.4 0.123
```
Forces are in eV/Å.

**ΔE to the lowest compared entry with this formula, charge and spin**: 0.0 kJ/mol
**HOMO**: -11.39 eV
**Net charge**: +1
**2S+1**: 1

Values of electronic energy, in order: -142117.77112, -99262.88883, -51665.00536, -54089.05405, all in eV.